[1]
{"formula": "C18H44AsF12MgNO22S2", "method": "ωB97M-V/def2-TZVPD", "e_tot_ha": -6853.09660, "homo_lumo_gap_ev": 7.850, "largest_force_ev_per_a": 4.763, "multiplicity": 1, "elements": ["H", "H", "H", "O", "O", "C", "O", "C", "C", "F", "H", "H", "O", "H", "C", "H", "H", "H", "H", "H", "H", "S", "C", "H", "H", "H", "O", "O", "O", "C", "O", "N", "H", "F", "F", "H", "H", "O", "H", "H", "C", "C", "C", "F", "As", "F", "H", "H", "O", "H", "C", "H", "O", "O", "O", "H", "H", "H", "C", "O", "F", "C", "O", "C", "F", "C", "H", "F", "H", "O", "H", "O", "H", "F", "F", "C", "H", "Mg", "H", "O", "O", "H", "O", "H", "C", "C", "H", "H", "H", "H", "H", "C", "F", "S", "H", "F", "H", "H", "O", "O", "H"], "xyz": [[-0.6849, -3.5615, 2.0481], [-5.4653, 1.0309, 1.5582], [4.9821, 4.1581, -3.5383], [-6.2532, 0.3661, -0.1886], [3.7439, 3.4785, 1.3312], [-3.3911, 3.3826, 2.3338], [-4.2122, 0.4917, -3.3672], [2.4673, -0.6020, -2.0622], [-4.0728, 1.9021, -3.3996], [1.6197, -0.8624, -3.0373], [7.9266, -1.6938, -0.3830], [3.5912, -5.2824, 2.8213], [2.5914, -2.3910, -0.0588], [0.8922, -1.0050, 4.1727], [-3.0417, 2.3433, -2.3929], [7.2786, -3.2473, 1.7816], [-5.5204, 0.1025, -0.7443], [2.6486, -3.1279, 4.4142], [2.3200, 3.0624, 2.8218], [-1.5114, 6.0133, -0.4564], [-0.7891, -3.9192, -3.4023], [-0.6166, -0.1628, -0.8968], [-3.5073, 2.1041, -4.8381], [5.4964, 3.0421, -2.2861], [-3.1653, 5.8289, -0.7104], [1.9156, -4.2950, -0.3674], [6.6858, -0.0172, -0.6674], [-1.6540, -0.4272, -1.8715], [-3.4730, 0.7994, -5.4303], [-2.3436, 4.3541, 0.5379], [-1.1665, -3.4633, 1.2156], [0.2960, -1.6452, -0.6623], [3.1505, 2.4534, -2.2627], [-0.7668, 0.7147, 1.6011], [-5.8162, -2.0206, 2.5924], [-3.4738, 2.2039, -1.3985], [-2.5004, 2.5187, -4.9016], [-0.1079, -3.7660, -2.7293], [-2.0690, -3.2090, 1.4679], [1.5832, -0.9751, 2.8073], [-2.4361, 5.8039, 0.0993], [7.5025, -0.8328, 0.1392], [6.5677, -1.3025, 1.2711], [-2.0875, -0.9564, 1.1596], [-5.1876, -3.6354, 2.7854], [-5.5407, -3.9731, 1.1209], [-5.0242, 2.4281, -3.4130], [-2.5452, 6.5228, 0.9028], [-4.2613, 2.8463, 2.9394], [1.7888, 2.7363, 1.1426], [-1.5941, 0.2041, 0.7241], [-2.2978, 3.6258, -0.2730], [5.3376, -0.6112, 1.0019], [-2.4441, -3.0497, -1.1034], [3.4291, 3.3213, -2.5797], [5.5566, -2.9179, 2.2148], [1.9554, 4.3591, 1.7842], [-0.9405, 4.9603, 1.9906], [4.7526, 3.1971, -3.0708], [3.1368, -3.9599, 4.3858], [-4.8047, -3.3037, 4.4626], [-5.8588, 1.4681, 0.6412], [0.9747, -4.5509, -0.2941], [5.5104, 0.2083, -0.0525], [2.7386, 0.6790, -2.0595], [-1.2993, 3.9956, 1.6284], [3.8705, 4.0949, 0.6113], [-2.6254, 0.9632, 0.4420], [-6.6315, 2.1633, 0.9671], [0.1769, 0.9975, -1.1737], [4.8112, 2.4338, -3.8521], [1.6606, -1.3435, 3.6974], [1.9292, -5.1012, 3.1059], [3.5651, -1.3153, -2.2679], [-6.7931, -4.1772, 3.2638], [-3.7474, -0.1197, -4.4527], [-2.0978, 1.8141, -2.3757], [-0.4590, -3.3823, -0.7356], [-2.8472, 3.4101, -2.5247], [-3.5493, -1.2828, -4.5699], [4.6719, 0.9617, -0.4297], [-5.1485, 2.0569, 0.0577], [1.9585, -0.1254, 0.6026], [-3.1390, -2.3788, -1.1938], [6.3446, -2.7790, 1.4770], [2.8628, -4.5265, 3.1267], [0.6851, -4.1982, -3.0733], [6.0039, -3.1927, 0.5231], [8.3417, -0.2847, 0.5711], [-4.1499, 2.7578, -5.4299], [-0.4909, 3.4728, 1.1246], [2.4259, 3.3615, 1.7789], [-4.5720, -5.2694, 2.9749], [1.8159, -1.1956, -0.3662], [2.8794, -3.7551, 2.3529], [-3.6010, -3.0622, 2.3385], [-2.8849, -3.8892, -1.3122], [0.9744, -5.5134, -0.1906], [-3.5884, 4.0339, 1.1535], [-2.0917, 3.2928, 2.5705], [6.9231, -0.8619, 2.2093]]}

=====

[2]
{"formula": "C5H12N2O", "method": "ωB97M-V/def2-TZVPD", "e_tot_ha": -382.32758, "homo_lumo_gap_ev": 8.789, "largest_force_ev_per_a": 2.154, "multiplicity": 1, "e_above_lowest_kj_mol": 459.3, "elements": ["N", "H", "H", "H", "H", "C", "N", "H", "H", "C", "C", "H", "H", "H", "C", "C", "H", "H", "H", "O"], "xyz": [[-0.4678, 0.1622, -0.7729], [-1.0631, -1.7456, -1.4610], [2.6095, 0.2677, 0.7860], [0.3842, 1.1892, 1.8546], [1.0635, -2.2018, 1.4886], [2.3974, -0.7391, 1.1736], [-0.5547, 0.8286, 1.7575], [3.2842, -1.3204, 1.4266], [-2.1853, -0.4252, -1.8703], [1.1488, -1.2045, 1.0325], [-1.1378, -0.7025, -1.7599], [0.4924, -0.2944, -0.5825], [0.0081, 2.1926, -0.4094], [-0.6458, -0.5841, -2.7261], [-0.7189, -0.2789, 0.9436], [-0.4771, 1.5817, -1.1667], [0.0500, 1.6771, -2.1172], [-1.4969, 1.9430, -1.3069], [-1.0688, 0.7262, 2.6228], [-1.6217, -1.0718, 1.0870]]}

=====

[3]
{"formula": "C22H30N6OS", "method": "ωB97M-V/def2-TZVPD", "e_tot_ha": -1658.32562, "homo_lumo_gap_ev": 7.810, "largest_force_ev_per_a": 1.226, "multiplicity": 1, "e_above_lowest_kj_mol": 182.0, "elements": ["H", "H", "H", "N", "C", "H", "H", "C", "C", "C", "H", "H", "C", "C", "H", "H", "H", "O", "C", "N", "H", "C", "H", "H", "C", "H", "H", "H", "C", "N", "C", "C", "S", "C", "H", "C", "H", "N", "H", "H", "C", "N", "H", "H", "H", "N", "H", "H", "C", "H", "H", "C", "H", "H", "C", "C", "C", "C", "H", "C"], "xyz": [[-3.9997, -2.4765, 0.7339], [6.2291, -2.6141, -1.1818], [-6.3567, 0.5153, -2.1527], [-3.9410, -0.4869, -0.0054], [6.5976, 2.2686, -0.7333], [-5.6322, 2.0371, 1.4866], [-3.7745, 0.3787, 1.8901], [5.8334, -0.1148, -0.6678], [5.5751, 1.2374, -0.3706], [-4.5413, 0.1953, 1.1323], [-3.0092, -2.9480, -1.3783], [4.1601, 2.6038, 0.4726], [0.5332, -2.1863, 1.5267], [4.9442, -1.1131, -0.3706], [6.7673, -0.3622, -1.1534], [-2.1194, 0.2733, -0.3804], [-2.2215, -1.0307, -2.4302], [-6.0985, 1.3372, -0.3375], [-0.8517, 2.3179, 0.6609], [0.2212, 0.5413, 2.0145], [6.7525, 2.2785, -1.8117], [5.2504, -2.5385, -0.7149], [-0.9339, 3.4068, 0.6052], [4.5068, -2.9276, -1.4095], [-1.6254, -1.3228, -1.5550], [-4.3208, 2.1701, 0.2783], [-0.7681, 2.1739, 2.8271], [-0.5341, -0.1275, 2.0591], [-2.4014, -2.3403, -0.7074], [-0.3500, -2.8701, 1.8025], [-0.1295, 1.9354, 1.9731], [-5.1299, 1.5273, 0.6628], [1.0161, 0.1222, -2.0567], [4.3946, 1.5772, 0.2356], [-0.6949, -1.7624, -1.9208], [2.7341, -1.7134, 0.6051], [2.8766, -2.7640, 0.3998], [-1.2908, -0.1414, -0.7967], [7.5526, 2.0364, -0.2631], [-4.5288, -1.1944, -1.8804], [1.5627, -1.2953, 1.1946], [2.2927, 0.9908, 1.1292], [-5.7816, -1.3381, -0.6202], [0.7834, 2.2728, -0.6228], [0.8071, 2.4909, 2.0473], [-0.1334, 1.8601, -0.5033], [-5.3422, -0.4110, 1.5881], [-1.8612, 1.9001, 0.6565], [3.7202, -0.7738, 0.2618], [-1.7028, -3.0066, -0.2005], [6.2826, 3.2595, -0.4173], [-4.9695, -0.7031, -1.0136], [-2.6318, -1.4815, 1.2445], [-4.7490, 1.2547, -1.8931], [-3.2737, -1.7210, 0.3923], [3.4460, 0.5913, 0.5592], [-5.5459, 0.6482, -1.4352], [-0.2142, 0.6193, -1.0606], [5.2446, -3.1640, 0.1774], [1.3746, 0.1079, 1.4277]]}